Record 1
35
Properties=species:S:1:pos:R:3:forces:R:3:lowdin_charge:R:1 method="wB97M-V/def2-TZVPD" lumo_energy_ev=-6.51 orbital_gap_ev=8.99 homo_ev=-15.50 charge=+2
N -0.931 1.715 1.354 -1.3903 1.6383 1.7095 0.128
N 2.724 1.795 0.221 0.4366 2.1665 -3.9164 0.104
N -1.473 1.988 -0.917 -4.5441 1.6531 1.5017 0.091
N -1.672 -0.487 -1.602 -0.4356 0.3532 2.9860 0.202
N 3.651 -0.379 0.345 -0.4480 0.0469 1.3879 0.174
N 2.559 0.435 0.180 0.2888 0.8353 0.3927 -0.152
N -0.323 -1.449 1.999 -0.8052 0.0051 5.0241 0.075
N 0.535 -1.769 -1.531 -3.6931 -0.5716 3.2830 0.104
N 0.452 0.962 -0.384 -0.6881 2.6609 -1.0561 0.148
N -2.995 -0.485 0.517 0.4098 1.5185 -2.1552 0.092
C 1.340 0.059 -0.088 -0.9827 -1.6636 0.4089 -0.188
C -0.478 -1.648 0.687 -1.6642 3.4596 -3.4564 -0.206
C 0.821 -1.391 -0.139 0.4653 -1.3815 0.8612 -0.193
C -1.660 -0.273 -0.066 0.0122 -3.1910 0.5628 -0.260
C -0.953 1.101 0.083 -0.4462 0.2176 0.0366 -0.560
H -3.859 -0.461 -0.128 2.0351 -0.0293 1.5418 0.144
H -1.004 -2.595 0.427 0.6139 0.6514 0.1490 0.169
H 3.048 2.189 -0.729 -0.6861 -1.1349 1.5362 0.174
H -1.145 1.147 2.174 -0.0373 0.0307 -0.5741 0.086
H -2.505 -0.987 -1.782 -0.8483 -1.0217 -0.6530 0.135
H -2.214 2.706 -0.534 1.5933 -2.2519 -0.8359 0.183
H -0.847 2.572 -1.365 1.9077 1.1272 -1.1315 0.070
H -0.056 -0.581 2.487 0.5213 -0.3807 -1.3939 0.118
H 3.540 -1.242 -0.102 0.2309 -1.3237 -0.8030 0.089
H 4.508 0.098 0.210 0.7569 0.4256 -0.3909 0.115
H -0.743 -1.009 -1.728 -0.0012 0.4872 -1.2528 0.059
H 1.271 -1.666 -2.074 4.2000 0.3746 -3.4742 0.062
H -1.489 2.627 1.471 1.2215 -2.0358 -0.5532 0.149
H -1.036 -1.804 2.670 0.6744 -0.3554 -1.2018 0.140
H -2.979 -1.242 1.157 -0.4613 -0.6379 0.3939 0.057
H 0.783 1.950 -0.505 0.1719 -1.5463 0.5450 0.164
H -1.818 0.488 -1.842 0.3465 0.8424 -1.3174 0.101
H 1.579 -2.014 0.360 -0.0411 -0.0953 -0.2961 0.150
H 3.284 2.326 0.850 0.5801 -0.9369 1.6926 0.123
H 0.081 -2.676 -1.676 0.7063 0.0634 0.4491 0.152

Record 2
60
Properties=species:S:1:pos:R:3:forces:R:3:lowdin_charge:R:1 method="wB97M-V/def2-TZVPD" lumo_energy_ev="0.60 / -0.03" orbital_gap_ev="5.07 / 7.86" homo_ev="-4.47 / -7.88" multiplicity=5 charge=0
Os 0.285 -0.479 -0.011 -3.9427 -2.5247 -0.2612 0.989
P 1.843 -2.145 -0.232 1.1625 -0.0196 0.7809 0.641
Si -1.398 -0.750 -1.740 0.0029 0.0277 -0.7063 0.355
O 0.373 -1.205 2.233 0.7041 0.7353 0.3255 -0.229
O -2.685 0.370 -1.262 1.2432 -0.0537 0.4129 -0.115
N -3.445 2.111 -0.055 -0.2066 -1.7787 -1.3411 -0.068
N -1.321 1.196 0.422 -0.0834 -1.2671 -1.0721 0.045
N 1.450 0.818 -0.390 2.9580 3.1202 -0.4574 -0.204
N -0.052 2.110 2.141 1.4258 -0.1313 0.8082 0.123
C 3.439 3.792 -1.048 0.0003 0.0178 0.0739 -0.109
C -1.648 -0.888 3.505 0.2399 0.0075 0.1276 -0.036
C 1.903 1.916 -2.489 0.0152 -0.1377 0.5448 -0.039
C -2.316 -2.404 -1.849 -0.0851 0.3803 -0.8020 -0.219
C -2.074 3.239 1.474 1.7612 -0.9065 0.6250 -0.049
C 2.012 1.821 -1.056 0.1858 0.2505 -0.5661 -0.394
C -0.736 -3.218 2.836 -0.1501 0.3685 0.4453 -0.051
C 1.442 -3.922 -0.392 -0.1893 -0.0675 -0.1153 -0.233
C 3.378 3.821 -2.449 0.0233 0.1366 -0.1318 -0.108
C -0.519 -1.720 2.964 -0.5781 -0.6213 -0.7106 -0.508
C -1.138 2.191 1.353 -1.6253 2.1499 0.6058 -0.408
C -4.661 2.007 -0.858 0.0371 0.0969 -0.0509 -0.010
C 2.871 -1.835 -1.721 0.0591 -0.2813 0.1622 -0.251
C -3.245 3.193 0.780 -1.3334 1.4131 0.0912 -0.120
C -2.455 1.235 -0.273 0.3714 -0.4546 -0.2778 -0.400
C 3.040 -2.172 1.152 0.4757 -0.2251 0.0674 -0.255
C 2.768 2.812 -0.349 -0.4193 -0.7763 -0.0904 -0.045
C 2.603 2.898 -3.170 0.0597 -0.0046 0.2915 -0.103
H 0.119 2.820 2.844 -0.1486 -0.3994 -0.3629 0.109
H -1.622 -3.235 -1.671 -0.0781 0.1945 -0.0764 0.014
H -4.081 3.891 0.813 0.5414 -0.1401 0.1454 0.104
H 2.777 2.697 0.743 0.1601 0.2905 -0.5130 0.102
H -5.452 2.503 -0.311 -0.1617 0.0815 0.1165 0.085
H -1.595 -3.503 3.454 0.0943 -0.2028 -0.2431 0.068
H 3.558 -2.676 -1.889 -0.0755 0.2855 0.0175 0.046
H 2.209 -1.726 -2.588 0.1635 -0.0424 0.1519 0.038
H 3.941 4.585 -2.977 -0.0921 -0.0776 -0.0134 0.091
H -4.947 0.969 -1.037 0.1861 0.1900 0.1545 0.094
H -1.020 -1.384 -0.386 -0.8348 -1.5971 2.7035 -0.113
H 3.429 -0.899 -1.595 -0.1293 -0.1912 0.0114 0.046
H 0.385 -1.272 -1.507 0.0530 0.7824 -0.4310 -0.079
H -0.936 -3.446 1.768 0.0018 0.0521 0.3198 0.072
H -2.568 -1.440 3.415 -0.5741 -0.2515 -0.1645 0.065
H 0.124 -3.812 3.171 -0.0454 0.1812 -0.1868 0.073
H 3.946 -2.740 0.872 -0.3222 0.1768 0.1476 0.049
H 0.561 1.298 2.117 -0.3456 0.2949 -0.0682 0.064
H 2.361 -4.488 -0.614 -0.3114 0.2154 0.0355 0.053
H -2.728 -2.494 -2.858 -0.2113 -0.3207 0.0907 0.020
H -3.122 -2.472 -1.106 0.1900 0.1239 -0.1668 0.038
H -1.581 -0.643 4.565 0.2972 0.0667 0.1077 0.079
H 0.716 -4.070 -1.203 0.1905 -0.0081 0.1672 0.039
H -4.544 2.502 -1.824 0.0538 0.0143 0.0099 0.099
H 4.022 4.527 -0.484 -0.1522 -0.1806 -0.3903 0.102
H -0.801 -0.401 -3.071 -1.0004 0.3760 -0.1141 -0.027
H -1.734 0.038 2.943 0.0703 0.1398 -0.0391 0.054
H -1.870 4.051 2.161 -0.0487 -0.0765 -0.0061 0.106
H 3.331 -1.147 1.423 -0.1451 -0.2533 -0.1895 0.047
H 1.009 -4.305 0.541 0.0781 0.1866 -0.2133 0.035
H 2.550 2.931 -4.263 0.0735 0.1247 0.4024 0.101
H 2.580 -2.630 2.041 0.0702 0.1692 -0.3870 0.039
H 1.272 1.177 -3.003 0.3407 0.3411 0.2048 0.092

Record 3
41
Properties=species:S:1:pos:R:3:forces:R:3:lowdin_charge:R:1 method="wB97M-V/def2-TZVPD" lumo_energy_ev=-0.07 relative_energy_ev=1.941 orbital_gap_ev=8.32 homo_ev=-8.40 charge=0
Cl -6.045 1.974 -0.086 0.6703 -0.6273 -0.4309 0.629
Cl 1.783 4.238 -5.094 -0.3616 -0.7857 0.4342 0.612
F 4.554 -2.358 4.551 -1.6529 -1.0037 1.3156 0.129
F -1.359 0.167 -4.882 1.8520 0.7598 0.7369 0.049
F 2.729 -3.787 4.999 1.5568 1.8605 -0.6606 0.099
F 2.849 -1.835 5.916 0.8664 0.0046 0.6277 0.170
O -0.670 2.009 -0.495 0.4036 1.5192 -0.3902 0.139
N 1.362 -2.294 3.102 0.3171 0.0479 1.5119 0.052
N 2.284 -0.074 0.620 -1.6415 -0.8695 1.6058 0.155
N 0.941 -1.591 2.023 1.2682 -0.3581 -0.1504 0.104
N 0.072 -0.088 -0.203 0.0693 -1.9829 1.4709 0.175
N 2.042 0.572 -1.436 -0.1924 -0.0553 -0.3290 0.154
C -3.421 1.198 -0.346 0.6107 0.4014 -0.8806 -0.048
C 0.202 2.025 -4.858 -0.2278 -1.1463 0.9046 -0.055
C -0.252 0.813 -4.350 0.6713 1.3012 -0.2147 -0.220
C 1.973 -0.753 1.803 -0.6756 -0.3925 -0.8827 -0.289
C -0.894 0.877 -0.192 -1.1060 0.8970 -1.2441 -0.440
C 0.493 0.355 -3.306 -0.7461 -2.4403 1.2266 0.003
C 1.475 1.031 -2.614 -0.0246 2.7710 -1.1810 -0.259
C -3.946 -1.228 1.028 2.5004 -0.8879 -0.3615 -0.091
C -2.300 0.448 0.057 -1.7681 -3.5961 2.5749 -0.083
C 2.542 -1.827 3.672 -3.2848 -1.1612 -2.6866 -0.131
C -4.706 0.810 0.009 -0.1435 0.1709 1.6647 -0.602
C -4.945 -0.367 0.753 -1.2731 1.6117 -1.4750 -0.139
C 1.904 2.321 -3.127 -1.0397 -2.3868 0.4078 -0.016
C 1.421 0.104 -0.419 1.0717 2.0218 -1.6724 -0.351
C -2.587 -0.806 0.819 -0.5880 1.3297 -1.1920 0.027
C 2.865 -0.839 2.824 4.8823 2.7146 0.6853 0.007
C 3.198 -2.470 4.804 -0.0638 -0.6310 -0.0579 -0.486
C 1.248 2.736 -4.292 0.9404 0.5471 0.6185 -0.606
H 3.797 -0.203 2.821 -1.1378 -1.0054 0.2937 0.155
H 0.323 -0.625 -2.921 -0.5673 -0.6954 0.2264 0.120
H -5.957 -0.634 1.023 -0.1198 0.1138 -0.1523 0.105
H -0.282 2.293 -5.712 -1.0170 1.4722 -2.3387 0.085
H 0.825 -3.038 3.515 -0.4152 0.1340 -0.2754 0.161
H -1.780 -1.426 1.242 -0.3618 0.2923 -0.5522 0.087
H 3.162 0.374 0.423 0.2664 -0.3216 0.4660 0.155
H -4.271 -2.271 1.242 0.8966 0.9114 0.6225 0.123
H -3.272 2.068 -1.015 -0.0643 -0.4432 0.7819 0.133
H 2.693 2.766 -2.527 -0.1722 0.5595 -0.6715 0.112
H -0.050 -0.662 0.628 -0.1987 -0.6513 -0.3762 0.077

Number 1: electronic energy -20391.0158 eV. Number 2: electronic energy -48886.5869 eV. Number 3: electronic energy -64255.5888 eV.